C17H26F10N2O10S | ωB97M-V with the def2-TZVPD basis set

## Properties
SMILES	[H]/N=C\CN(OC[C@@H](C)O)S(=O)(=O)F.CCOC(=O)C(F)(F)F.CCOC(=O)C(F)(F)F.CCOC(=O)C(F)(F)F
HOMO energy	-10.54	eV
HOMO-LUMO gap	10.481	eV
ΔE to the lowest compared entry with this formula, charge and spin	139.4	kJ/mol
E_tot	-2922.011825	Eh

Structure (XYZ):
```
66
Properties=species:S:1:pos:R:3:forces:R:3
C -1.019 -3.245 2.866 0.786 0.465 0.086
C -0.467 -1.845 2.290 -0.057 -2.075 0.964
O -0.742 -0.873 3.315 0.328 0.097 -1.012
C 1.071 -2.075 2.017 -1.596 -0.851 -0.775
O 1.800 -0.902 1.577 0.862 -0.668 0.989
N 0.969 0.045 1.055 -0.778 1.650 -0.996
C 0.726 -0.113 -0.405 -1.156 -0.341 -0.292
C -0.779 0.309 -0.685 -0.049 -0.448 -1.902
N -1.344 0.018 -1.820 1.267 0.464 2.223
S 1.485 1.620 1.480 5.919 2.811 1.949
O 2.476 1.601 2.602 -3.908 -0.904 -2.129
O 2.090 2.390 0.366 -3.177 -1.868 1.316
F 0.161 2.441 2.040 1.531 -1.761 -1.265
H -0.514 -4.135 2.380 -0.817 0.959 0.328
H -0.716 -3.256 3.959 -0.567 -0.123 -1.224
H -2.142 -3.280 2.768 1.278 -0.091 0.155
H -1.064 -1.659 1.347 0.868 0.441 1.140
H 0.009 -0.814 3.927 -0.212 -0.134 -0.320
H 1.549 -2.561 2.913 -0.147 1.001 -0.753
H 1.136 -2.838 1.175 -0.061 0.823 0.968
H 0.800 -1.220 -0.639 -0.071 1.247 0.533
H 1.475 0.399 -1.070 -0.785 -0.170 0.775
H -1.385 0.853 0.100 0.889 -0.627 -0.772
H -0.649 -0.482 -2.395 -0.358 0.169 -0.031
C -0.661 -10.003 -0.128 0.291 0.059 0.186
C -1.811 -9.093 0.253 -0.062 -0.435 -0.702
O -1.667 -8.632 1.606 0.173 0.621 0.592
C -0.859 -7.578 1.782 -0.449 -0.736 -1.279
O -0.267 -7.020 0.902 0.103 0.274 0.572
C -0.839 -7.165 3.250 0.207 0.414 1.834
F -0.730 -8.214 4.079 0.006 -0.133 -0.461
F -1.962 -6.519 3.603 -0.054 -0.084 -0.518
F 0.181 -6.343 3.546 -0.123 -0.237 -0.620
H -0.569 -10.824 0.586 -0.127 -0.007 -0.086
H -0.813 -10.418 -1.126 -0.041 0.043 0.063
H 0.288 -9.463 -0.119 -0.088 0.030 -0.099
H -2.749 -9.648 0.212 0.035 0.120 0.322
H -1.904 -8.251 -0.437 0.137 0.075 0.222
C -0.087 4.484 -5.834 0.134 -0.063 -0.323
C 0.050 3.316 -4.878 -0.202 0.745 0.329
O 0.108 2.074 -5.599 0.385 -0.707 -0.265
C 1.310 1.734 -6.084 -0.444 1.224 0.863
O 2.304 2.389 -5.958 0.082 -0.530 -0.325
C 1.236 0.376 -6.777 -0.042 -1.295 -0.954
F 0.156 0.263 -7.565 0.033 0.335 0.221
F 1.171 -0.629 -5.885 0.013 0.353 0.259
F 2.301 0.138 -7.549 -0.026 0.430 0.320
H -0.946 4.341 -6.493 -0.041 0.022 0.149
H -0.213 5.418 -5.285 -0.002 -0.088 0.013
H 0.794 4.574 -6.473 0.016 0.032 0.131
H -0.829 3.262 -4.235 0.022 -0.311 -0.166
H 0.920 3.429 -4.227 0.065 -0.158 -0.212
C 1.741 6.166 2.130 0.064 0.267 -0.177
C 0.390 6.075 2.809 0.454 -0.685 -0.081
O -0.121 7.386 3.102 -0.546 0.640 -0.111
C -0.743 8.010 2.093 0.628 -1.420 0.102
O -0.888 7.552 0.996 -0.235 0.569 0.064
C -1.278 9.362 2.556 -0.442 1.506 0.376
F -0.383 10.040 3.292 0.118 -0.365 -0.122
F -2.378 9.224 3.315 0.132 -0.408 -0.115
F -1.612 10.156 1.533 0.161 -0.501 -0.091
H 2.434 6.760 2.730 -0.044 -0.133 0.074
H 2.165 5.171 1.982 -0.060 0.035 0.033
H 1.661 6.656 1.157 -0.060 -0.126 0.010
H 0.493 5.560 3.766 -0.127 0.304 0.063
H -0.323 5.504 2.212 -0.032 0.260 -0.044
```
Positions in Å, forces in eV/Å.

C2H5OPS | ωB97M-V with the def2-TZVPD basis set

## Properties
HOMO energy	-8.55	eV
HOMO-LUMO gap	9.437	eV
ΔE to the lowest compared entry with this formula, charge and spin	108.3	kJ/mol
E_tot	-893.931551	Eh

Structure (XYZ):
```
10
Properties=species:S:1:pos:R:3:forces:R:3
C 1.886 0.443 -1.624 -0.522 1.340 0.044
C -1.137 0.782 -0.525 -0.572 0.381 1.334
O 2.481 -0.486 -1.781 1.043 -1.205 -0.340
P -0.379 -1.110 1.836 -1.281 4.068 0.521
S -0.266 -0.795 -0.248 -0.811 -0.767 -0.849
H -0.575 1.272 -1.334 -0.477 -0.058 0.359
H -0.877 1.246 0.455 -0.529 0.580 -1.002
H -2.279 0.820 -0.671 1.879 -0.518 0.108
H 0.690 -0.080 2.143 -1.015 -1.179 -0.011
H 0.456 -2.092 1.748 2.286 -2.642 -0.166
```
Positions in Å, forces in eV/Å.

C4H8N2S2 | ωB97M-V with the def2-TZVPD basis set

## Properties
SMILES	C=C/C(=N/SC)NS
HOMO energy	-8.12	eV
HOMO-LUMO gap	8.785	eV
ΔE to the lowest compared entry with this formula, charge and spin	138.0	kJ/mol
E_tot	-1063.043165	Eh

Structure (XYZ):
```
16
Properties=species:S:1:pos:R:3:forces:R:3
C -3.577 0.286 -0.114 -0.265 -0.438 1.250
C 0.284 0.533 -0.005 -0.327 0.252 -0.023
C 1.141 1.696 -0.284 0.533 0.483 0.136
C 2.329 1.922 0.287 -0.938 0.287 -0.977
H -3.690 1.067 0.651 0.023 -0.281 -0.245
H -3.589 0.715 -1.081 -0.068 0.427 -0.992
H -4.394 -0.450 -0.013 0.388 0.318 -0.046
H 0.225 -1.261 0.905 -0.638 -0.592 0.394
H 3.126 -1.168 0.571 -0.017 -0.031 -0.060
H 0.699 2.434 -0.952 0.080 -0.213 0.126
H 2.751 1.223 0.956 0.426 -0.625 0.678
H 2.903 2.808 0.058 -0.052 0.069 0.019
N -0.979 0.708 -0.167 0.112 -0.509 0.096
N 0.876 -0.623 0.519 0.530 0.416 -0.501
S -2.037 -0.604 0.125 0.260 0.279 0.003
S 2.138 -1.432 -0.304 -0.047 0.160 0.142
```
Positions in Å, forces in eV/Å.

C30H27BrCdN4O8S2 | ωB97M-V with the def2-TZVPD basis set

## Properties
net charge	-2
HOMO energy	-2.79	eV
HOMO-LUMO gap	6.937	eV
ΔE to the lowest compared entry with this formula, charge and spin	195.5	kJ/mol
E_tot	-5518.537194	Eh

Structure (XYZ):
```
73
Properties=species:S:1:pos:R:3:forces:R:3
Cd -1.067 -0.606 0.410 0.316 -0.694 -0.093
O 0.507 -2.276 0.629 -0.202 0.918 -0.366
C 0.864 -3.242 -0.143 -0.066 1.184 1.722
C 1.994 -3.995 0.294 0.623 0.618 0.654
C 2.271 -5.173 -0.308 0.415 -0.153 0.999
C 1.471 -5.688 -1.300 -0.894 -1.922 -0.657
C 0.356 -4.972 -1.720 0.795 0.388 0.201
C 0.102 -3.654 -1.255 0.220 -1.327 -0.271
C -1.055 -2.968 -1.803 -0.805 -0.775 0.236
N -1.539 -1.820 -1.570 1.075 0.649 -0.047
C -2.707 -1.456 -2.347 -1.305 0.434 0.674
C -2.308 -0.941 -3.767 -2.500 -1.495 -0.628
N -1.333 0.078 -3.838 1.436 1.115 0.145
C -1.536 1.140 -3.187 -0.272 -1.043 -0.577
C -0.607 2.860 -1.944 0.280 0.847 -1.099
C -0.031 4.109 -2.083 0.201 0.254 -2.093
C 0.096 4.947 -1.021 -0.058 2.742 1.196
C -0.340 4.504 0.254 0.675 0.335 -0.727
C -0.882 3.275 0.389 -0.301 -1.992 -1.960
C -1.077 2.385 -0.740 0.249 0.068 1.235
O -1.587 1.184 -0.671 -0.072 0.046 0.606
H 2.613 -3.685 1.187 -1.091 -0.014 -1.148
H 2.996 -5.798 0.181 0.568 -0.271 -0.240
H 1.639 -6.784 -1.490 -0.493 1.277 -0.414
H -0.363 -5.438 -2.363 -0.235 -0.081 -0.512
H -1.699 -3.604 -2.414 0.303 -0.296 -0.446
H -3.369 -0.806 -1.715 1.141 0.456 -0.708
H -3.436 -2.285 -2.354 0.628 -0.407 -0.780
H -3.289 -0.675 -4.322 1.213 -0.159 0.769
H -1.940 -1.838 -4.331 -0.116 0.674 0.468
H -2.482 1.286 -2.697 -0.242 0.617 0.391
H 0.287 4.373 -3.143 -0.361 -0.143 1.565
H 0.379 6.056 -1.150 -0.039 -2.020 0.151
H -0.161 5.009 1.180 0.124 0.830 0.137
H -1.066 2.827 1.325 -0.490 -0.181 1.111
C 2.614 -1.385 -2.070 -0.764 1.060 -0.200
C 2.927 0.080 -1.929 -0.856 -0.514 1.117
C 2.257 0.862 -0.981 -0.675 -1.661 0.116
C 2.502 2.201 -0.919 0.145 1.833 1.170
C 3.509 2.725 -1.702 1.109 -2.064 -1.851
Br 3.963 4.569 -1.608 0.009 -0.156 -0.013
N 4.220 1.957 -2.583 -0.468 2.001 0.708
C 3.892 0.682 -2.702 -0.612 0.231 0.725
H 2.896 -2.014 -1.258 0.564 -0.290 0.593
H 2.968 -1.734 -2.999 1.075 -0.671 -1.055
H 1.560 -1.543 -2.200 -0.827 0.213 0.273
H 1.538 0.364 -0.280 0.697 0.666 -0.693
H 2.024 2.877 -0.193 -0.023 -0.568 -0.385
H 4.376 0.038 -3.405 0.697 0.112 -0.592
O -0.302 0.225 2.365 -0.637 -0.734 -0.877
C 0.404 1.188 2.701 -1.403 -0.183 2.119
N 1.598 1.495 2.292 0.741 0.240 -0.060
S 2.102 2.969 2.832 -1.717 1.147 -0.005
O -0.615 2.130 -3.131 -0.308 -0.793 0.168
O 3.299 3.033 3.674 0.851 -0.665 0.429
C 0.687 3.087 4.041 0.583 2.754 0.508
C 0.468 4.129 4.964 1.063 -0.243 -0.295
C -0.602 3.944 5.856 0.382 1.120 1.148
C -1.480 2.880 5.705 0.985 -1.455 -1.642
C -1.293 1.893 4.638 -1.177 2.294 2.865
C -0.197 2.074 3.873 1.970 -1.402 -2.476
H 1.186 5.009 5.039 -1.032 -1.329 -0.017
H -0.672 4.632 6.777 -0.159 -1.017 -1.653
H -2.232 2.715 6.443 -0.579 -0.030 0.255
H -2.023 1.114 4.574 -0.044 -0.523 -0.428
C -2.265 -4.016 1.739 -1.010 -0.235 -0.398
S -3.547 -3.151 0.790 0.736 1.465 0.878
O -4.772 -3.130 1.562 -0.038 -0.285 0.271
O -3.645 -3.905 -0.444 0.217 0.138 -0.342
O -3.028 -1.737 0.635 -0.557 -1.273 0.254
H -2.578 -5.064 1.658 0.391 0.182 0.206
H -2.141 -3.693 2.755 -0.655 0.241 0.585
H -1.303 -3.825 1.321 0.609 -0.086 -0.893
```
Positions in Å, forces in eV/Å.

C2FNS | ωB97M-V with the def2-TZVPD basis set

## Properties
SMILES	N#CC(F)=S
HOMO energy	-10.57	eV
HOMO-LUMO gap	8.578	eV
ΔE to the lowest compared entry with this formula, charge and spin	0.0	kJ/mol
E_tot	-628.968298	Eh

Structure (XYZ):
```
5
Properties=species:S:1:pos:R:3:forces:R:3
C -0.586 0.235 -0.206 1.378 -0.358 -0.013
C 0.584 -0.411 0.333 0.733 -1.410 1.547
N -1.442 0.709 -0.793 -0.893 0.428 -0.265
F 1.679 0.418 0.358 -1.533 -1.208 -0.156
S 0.547 -1.943 0.957 0.315 2.548 -1.112
```
Positions in Å, forces in eV/Å.

- Look up the ΔE to the lowest compared entry with this formula, charge and spin of the fifth one.
  0.0 kJ/mol